Molecular formula: C12H19AuN3O6
Method: DFT, ωB97M-V/def2-TZVPD

Properties
total energy	-1220.11452	Ha
net charge	-1
highest occupied orbital energy (spin up / spin down)	-4.95 / -4.93	eV
HOMO-LUMO gap (spin up / spin down)	5.8 / 5.9	eV

Each line ends with the Mulliken charge.
Cartesian coordinates (Å):
Au 0.138 0.114 0.478  0.84
N -2.121 0.599 -0.184  -0.40
C -2.154 1.896 -0.798  -0.51
C -1.034 2.826 -0.305  0.65
O -1.143 4.040 -0.445  -0.74
N 0.000 2.207 0.269  -0.07
C 1.150 2.923 0.603  -0.59
C 2.460 2.122 0.053  0.58
O 3.429 2.839 -0.088  -0.72
O 2.290 0.918 -0.136  -0.62
H -2.472 -0.179 -0.728  0.28
H -2.431 0.570 0.778  0.26
H -3.107 2.427 -0.650  0.29
H -1.998 1.785 -1.878  0.26
H 1.335 2.944 1.683  0.08
H 1.176 3.929 0.175  0.41
O -1.854 -2.143 -0.972  -0.71
C -0.890 -2.635 -0.415  0.39
C -0.672 -4.148 -0.271  -0.44
C 0.735 -4.255 0.289  -0.58
C 1.054 -2.815 0.711  0.42
O 1.989 -2.496 1.405  -0.59
N 0.124 -1.974 0.186  -0.21
H -0.802 -4.645 -1.233  0.32
H -1.435 -4.532 0.410  0.24
H 1.448 -4.550 -0.483  0.26
H 0.846 -4.927 1.139  0.30
C -0.324 -1.667 3.840  -1.36
C -0.416 -0.146 3.581  1.71
C -1.278 0.483 4.702  -1.93
C 1.003 0.453 3.636  -1.47
O -1.036 0.110 2.390  -0.55
H 0.047 -1.872 4.841  0.43
H 0.343 -2.111 3.109  0.14
H -1.313 -2.103 3.724  0.34
H -0.797 0.340 5.665  0.39
H -2.256 0.008 4.712  0.44
H -1.409 1.547 4.515  0.42
H 1.508 0.219 4.573  0.46
H 0.943 1.535 3.526  0.23
H 1.582 0.056 2.804  0.34